{
  "formula": "C3H30NO14",
  "method": "ωB97M-V/def2-TZVPD",
  "symbols": ["C", "N", "C", "O", "O", "C", "H", "H", "H", "H", "H", "H", "H", "H", "O", "H", "H", "O", "H", "H", "O", "H", "H", "O", "H", "H", "O", "H", "H", "O", "H", "H", "O", "H", "H", "O", "H", "H", "O", "H", "H", "O", "H", "H", "O", "H", "H", "O"],
  "coordinates": [[1.255922, -1.164811, 0.979450], [0.401869, 0.013031, 0.825256], [-1.020504, -0.138924, 1.048292], [-1.411924, -0.983382, 1.866000], [-1.678427, 0.698118, 0.366487], [2.585884, -0.802280, 1.635569], [0.656139, -1.959886, 1.442307], [1.523958, -1.618831, 0.010707], [0.565316, 0.627673, 0.043817], [3.233144, -1.596147, 1.962525], [2.351345, -0.157998, 2.519403], [3.148261, -0.063296, 1.037195], [-1.376892, 2.378873, -2.273745], [-2.780037, 1.910530, -2.607765], [-1.903090, 1.988863, -2.985064], [-3.264703, 0.618361, -0.006474], [-4.022498, -0.702880, 0.215690], [-4.028352, 0.056999, -0.362937], [0.878145, 0.865953, 4.108993], [-0.104052, 1.163941, 2.964458], [0.572452, 1.555898, 3.519308], [-0.778507, -1.731672, -1.618680], [-0.306258, -2.771168, -0.697628], [0.025589, -2.277176, -1.465530], [-0.560585, -0.520581, -4.117507], [-0.473037, 1.010202, -3.838185], [0.006567, 0.250715, -4.218838], [2.683903, 1.993453, -1.495575], [3.375714, 0.640400, -1.680075], [3.394470, 1.438857, -1.147233], [-1.046338, 3.212238, 0.293955], [0.512576, 3.185022, 0.338656], [-0.259513, 3.423217, -0.217234], [-2.426797, -3.135942, -0.014674], [-1.549266, -2.534692, 1.136754], [-1.675332, -3.328086, 0.559318], [-1.850264, 0.033878, -2.276629], [-2.915217, -0.461524, -1.435212], [-2.195904, -0.838435, -2.046867], [1.315788, 1.963772, 1.745558], [2.586210, 1.749257, 0.789380], [1.931066, 2.367002, 1.112203], [1.235970, -0.304672, -3.135348], [1.395489, -1.183922, -1.805925], [1.802208, -0.498299, -2.350635], [-0.719802, -1.506679, 3.570573], [0.844078, -1.433119, 3.572947], [0.065237, -1.431848, 4.132957]],
  "forces_ev_per_angstrom": [[0.72, -0.22, -1.09], [-1.43, -1.33, 0.67], [2.07, 1.56, -1.66], [-0.82, -0.55, 0.36], [-0.34, 0.16, 0.72], [-0.71, 2.00, 1.28], [0.41, 0.39, 0.45], [-0.30, 0.39, 0.30], [0.18, -0.19, -0.21], [0.15, -0.55, -0.15], [0.20, -0.66, -0.17], [-0.08, -0.82, -0.25], [0.16, 0.16, 0.27], [-0.33, -0.04, 0.01], [0.32, 0.16, 0.10], [-0.28, -0.89, 0.21], [0.01, -0.23, 0.42], [-0.10, 1.03, -0.21], [-0.26, -0.39, 0.03], [-0.19, -0.49, 0.10], [0.14, 0.89, 0.05], [0.23, 0.10, -0.34], [0.26, -0.35, 0.01], [-0.74, -0.28, 0.09], [-0.26, 0.11, 0.06], [-0.12, -0.56, -0.21], [0.06, 0.29, -0.29], [0.08, -0.31, 0.06], [-0.55, -0.32, -0.21], [0.44, 0.67, 0.35], [0.13, -0.27, 0.09], [-0.16, -0.10, -0.35], [-0.01, 0.30, -0.19], [0.16, 0.10, 0.16], [-0.36, -0.14, -0.26], [0.10, -0.09, 0.13], [0.64, -0.09, -0.35], [0.42, -1.25, -0.44], [-1.00, 0.96, 0.25], [0.80, -0.43, 0.11], [-0.06, -0.36, -0.17], [-0.34, 1.37, 0.20], [0.26, -0.28, 0.83], [-0.53, -0.16, -0.40], [0.76, 0.62, -0.50], [0.42, 0.25, -0.49], [-0.25, -0.12, -0.38], [0.12, -0.07, 1.05]],
  "orbital_gap_ha": 0.333,
  "lumo_ha": 0.1006,
  "largest_force_ha_per_bohr": 0.05990,
  "e_homo_ev": -6.32,
  "energy_ha": -1240.5888,
  "total_charge": -1,
  "e_above_lowest_kj_mol": 0.0
}